Below is 5 unconnected molecules or ions with the total composition C36H80N5O3 at a distorted geometry, with properties calculated with wB97M-V/def2-TZVPD.

```
! wB97M-V def2-TZVPD RIJCOSX def2/J DEFGRID3
* xyz 3 1
N 0.4503 0.4976 0.2286
O 0.3925 0.8554 -0.9084
O -0.4011 0.9286 1.0045
O 1.3226 -0.2541 0.5182
C 1.8987 -1.7462 -2.2506
C 2.8461 -2.7617 -1.5678
C 2.5534 -4.2619 -1.7883
C 2.5720 -4.6174 -3.2675
N 2.1114 -6.0395 -3.7628
C 1.9797 -6.1029 -5.3090
C 0.5165 -6.3797 -5.5983
C -0.0534 -7.1221 -4.4492
C 0.5952 -6.2059 -3.3135
C 3.0366 -7.0974 -3.1817
H 1.7081 -1.9094 -3.3113
H 2.3416 -0.7507 -2.2218
H 1.0077 -1.7385 -1.6228
H 2.8183 -2.5033 -0.5092
H 3.9010 -2.5050 -1.6647
H 1.6359 -4.5694 -1.2867
H 3.4092 -4.6930 -1.2689
H 3.5634 -4.4945 -3.7036
H 1.9850 -3.9332 -3.8802
H 2.6676 -6.8323 -5.7366
H 2.1288 -5.1180 -5.7514
H 0.4092 -6.9331 -6.5313
H 0.0569 -5.4083 -5.7806
H 0.2777 -8.1504 -4.3044
H -1.1369 -7.0828 -4.5621
H 0.4889 -6.6503 -2.3239
H 0.2091 -5.1868 -3.3328
H 2.5837 -8.0839 -3.2809
H 3.1549 -7.0563 -2.0989
H 4.0061 -7.0707 -3.6792
C 0.8987 5.5505 -4.4851
C 0.5420 4.5431 -3.4787
C 1.2952 4.7233 -2.1109
C 2.4503 3.7349 -1.8776
N 3.0703 3.7925 -0.4667
C 3.9493 2.5143 -0.2626
C 3.8040 2.2929 1.2441
C 2.7089 3.2593 1.8332
C 2.0097 3.8848 0.6458
C 4.0642 4.9976 -0.3948
H 0.7542 6.5788 -4.1539
H 0.2903 5.3317 -5.3627
H 1.9381 5.3958 -4.7746
H 0.6386 3.5288 -3.8660
H -0.5249 4.6995 -3.3201
H 0.5787 4.7059 -1.2898
H 1.6708 5.7459 -2.0740
H 3.3138 3.7083 -2.5423
H 2.0306 2.7308 -1.8167
H 4.9865 2.6434 -0.5716
H 3.5190 1.6629 -0.7900
H 4.7703 2.4841 1.7109
H 3.5507 1.2619 1.4912
H 3.2278 3.8406 2.5954
H 1.9840 2.6478 2.3706
H 1.7193 4.9318 0.7321
H 1.1928 3.2391 0.3236
H 3.3800 5.8272 -0.5731
H 4.7804 4.7523 -1.1789
H 4.5661 5.0115 0.5726
C -8.5331 1.8431 -3.3645
C -7.9504 1.5860 -1.9713
C -6.3956 1.8692 -1.8710
C -5.5530 0.6813 -2.4769
N -3.9868 0.8980 -2.3295
C -3.1327 -0.3427 -2.8627
C -1.8481 0.1556 -3.4936
C -2.2625 1.4498 -4.1813
C -3.3827 2.0210 -3.3299
C -3.6884 1.1502 -0.8424
H -9.6130 1.7293 -3.2689
H -8.0585 1.1428 -4.0518
H -8.1828 2.8133 -3.7167
H -8.2380 0.6360 -1.5207
H -8.4945 2.3299 -1.3894
H -5.9934 2.0635 -0.8768
H -6.0708 2.6561 -2.5518
H -5.7416 0.5430 -3.5415
H -5.7340 -0.2688 -1.9741
H -2.9405 -1.0197 -2.0303
H -3.7907 -0.7575 -3.6263
H -1.1734 0.4000 -2.6731
H -1.3232 -0.5730 -4.1113
H -1.3507 2.0414 -4.2633
H -2.5719 1.2699 -5.2108
H -3.0947 2.8361 -2.6659
H -4.2034 2.3677 -3.9579
H -2.6027 1.2297 -0.7861
H -4.1185 0.3003 -0.3125
H -4.1681 2.0248 -0.4030
C 2.3799 -0.2246 10.3730
C 1.1176 0.6369 10.0928
C 0.1881 0.1565 8.9262
C 0.9258 0.4050 7.5536
N 0.2453 -0.2565 6.3369
C 1.1749 -0.1904 5.1573
C 0.3180 -0.2491 3.9264
C -1.0644 0.1045 4.3626
C -0.9943 0.4856 5.8500
C -0.1517 -1.7053 6.6804
H 2.2280 -1.2899 10.1994
H 2.6844 -0.2127 11.4195
H 3.1045 -0.2459 9.5590
H 1.4464 1.6630 9.9278
H 0.4693 0.8712 10.9372
H -0.6780 0.8152 8.9914
H 0.0184 -0.8926 9.1684
H 1.9184 -0.0434 7.5124
H 0.9112 1.4506 7.2460
H 1.9638 -0.9424 5.1714
H 1.5622 0.8273 5.1081
H 0.3975 -1.2119 3.4217
H 0.6278 0.4826 3.1802
H -1.7103 -0.7728 4.3259
H -1.5238 0.9035 3.7807
H -1.8917 -0.0035 6.2287
H -0.8808 1.5375 6.1124
H -0.9735 -1.7088 7.3965
H 0.6453 -2.1907 7.2436
H -0.4576 -2.3194 5.8334
*
```

Output
Highest occupied orbital energy in hartree: -0.5212
Lowest unoccupied orbital energy in eV: -5.282

Atom charges from the Löwdin analysis, given in e for atoms 1 to 99: number 1, N, carries -0.70; number 2, O, carries -0.05; number 3, O, carries -0.04; number 4, O, carries 0.00; number 5, C, carries -0.10; number 6, C, carries -0.24; number 7, C, carries -0.17; number 8, C, carries -0.12; number 9, N, carries -0.21; number 10, C, carries -0.08; number 11, C, carries -0.20; number 12, C, carries -0.12; number 13, C, carries -0.05; number 14, C, carries 0.02; number 15, H, carries 0.06; number 16, H, carries 0.06; number 17, H, carries 0.06; number 18, H, carries 0.10; number 19, H, carries 0.11; number 20, H, carries 0.12; number 21, H, carries 0.11; number 22, H, carries 0.14; number 23, H, carries 0.11; number 24, H, carries 0.14; number 25, H, carries 0.13; number 26, H, carries 0.13; number 27, H, carries 0.12; number 28, H, carries 0.12; number 29, H, carries 0.13; number 30, H, carries 0.13; number 31, H, carries 0.12; number 32, H, carries 0.11; number 33, H, carries 0.10; number 34, H, carries 0.11; number 35, C, carries -0.12; number 36, C, carries -0.27; number 37, C, carries -0.15; number 38, C, carries -0.10; number 39, N, carries -0.25; number 40, C, carries -0.07; number 41, C, carries -0.14; number 42, C, carries -0.13; number 43, C, carries -0.08; number 44, C, carries 0.07; number 45, H, carries 0.09; number 46, H, carries 0.09; number 47, H, carries 0.08; number 48, H, carries 0.10; number 49, H, carries 0.10; number 50, H, carries 0.10; number 51, H, carries 0.11; number 52, H, carries 0.14; number 53, H, carries 0.11; number 54, H, carries 0.13; number 55, H, carries 0.12; number 56, H, carries 0.11; number 57, H, carries 0.10; number 58, H, carries 0.12; number 59, H, carries 0.10; number 60, H, carries 0.14; number 61, H, carries 0.12; number 62, H, carries 0.10; number 63, H, carries 0.11; number 64, H, carries 0.11; number 65, C, carries -0.10; number 66, C, carries -0.23; number 67, C, carries -0.15; number 68, C, carries -0.10; number 69, N, carries -0.19; number 70, C, carries -0.08; number 71, C, carries -0.16; number 72, C, carries -0.15; number 73, C, carries -0.04; number 74, C, carries 0.02; number 75, H, carries 0.09; number 76, H, carries 0.06; number 77, H, carries 0.08; number 78, H, carries 0.11; number 79, H, carries 0.10; number 80, H, carries 0.09; number 81, H, carries 0.10; number 82, H, carries 0.12; number 83, H, carries 0.13; number 84, H, carries 0.13; number 85, H, carries 0.13; number 86, H, carries 0.09; number 87, H, carries 0.13; number 88, H, carries 0.11; number 89, H, carries 0.12; number 90, H, carries 0.13; number 91, H, carries 0.12; number 92, H, carries 0.09; number 93, H, carries 0.11; number 94, H, carries 0.09; number 95, C, carries -0.09; number 96, C, carries -0.24; number 97, C, carries -0.15; number 98, C, carries -0.08; number 99, N, carries -0.25